Molecular formula: C49H46NO6P2PdS
Method: DFT, wB97M-V/def2-TZVPD

```
106
Properties=species:S:1:pos:R:3:lowdin_charge:R:1
C 5.633 6.125 -0.169 -0.259
S 4.853 4.499 -0.506 1.041
C 5.973 3.558 0.514 -0.301
C 2.968 4.503 0.743 -0.191
C 2.419 5.608 -0.038 -0.252
N 2.079 6.497 -0.735 0.216
H 4.932 6.940 -0.376 0.055
H 5.975 6.189 0.876 0.070
H 6.494 6.199 -0.855 0.074
H 5.596 2.532 0.515 0.062
H 6.953 3.616 0.021 0.075
H 6.009 3.963 1.531 0.070
H 3.510 4.821 1.637 0.132
C -3.031 -5.061 0.412 -0.091
C -3.488 -4.287 1.487 -0.075
C -3.787 -2.931 1.302 -0.025
C -3.577 -2.387 0.034 -0.285
O -3.557 -0.980 -0.115 -0.212
P -2.678 0.039 0.804 0.759
O -3.175 1.462 0.185 -0.221
C -4.368 1.755 -0.499 -0.285
C -5.437 2.332 0.187 -0.003
C -6.631 2.525 -0.513 -0.077
C -6.725 2.201 -1.864 -0.091
C -5.619 1.681 -2.533 -0.076
C -4.426 1.438 -1.854 -0.019
O -3.416 -0.034 2.257 -0.223
C -3.568 0.958 3.218 -0.305
C -4.461 0.654 4.244 -0.009
C -4.697 1.605 5.233 -0.077
C -4.054 2.847 5.182 -0.096
C -3.164 3.120 4.139 -0.085
C -2.905 2.173 3.141 -0.056
Pd -0.534 -0.640 0.975 0.225
P 0.312 -1.134 -1.059 0.786
O 0.157 -2.766 -1.118 -0.231
C 0.734 -3.746 -1.932 -0.298
C 1.487 -4.730 -1.306 -0.018
C 2.166 -5.640 -2.104 -0.079
C 2.057 -5.586 -3.491 -0.089
C 1.236 -4.629 -4.089 -0.070
C 0.531 -3.713 -3.306 -0.016
O -0.323 -0.592 -2.483 -0.219
C 0.365 0.070 -3.522 -0.288
C 0.375 -0.501 -4.797 -0.012
C 1.234 0.038 -5.762 -0.072
C 1.968 1.190 -5.488 -0.093
C 1.859 1.801 -4.236 -0.083
C 1.051 1.250 -3.238 -0.034
O 1.899 -0.895 -1.420 -0.237
C 2.989 -1.747 -1.193 -0.302
C 3.723 -2.188 -2.296 -0.007
C 4.728 -3.139 -2.092 -0.074
C 5.044 -3.557 -0.795 -0.092
C 4.356 -3.026 0.301 -0.076
C 3.330 -2.093 0.109 -0.034
C 1.579 1.155 1.944 -0.073
C 0.853 0.506 3.050 -0.247
C 0.682 -0.921 3.142 -0.112
C 0.083 -1.510 4.289 -0.063
C -0.485 -0.710 5.267 -0.074
C -0.414 0.681 5.150 -0.067
C 0.251 1.273 4.079 -0.045
C 1.594 2.488 1.687 -0.088
C 2.236 3.261 0.567 -0.221
C -3.227 -3.153 -1.077 -0.018
C -2.916 -4.496 -0.863 -0.082
H -2.756 -6.114 0.565 0.106
H -3.609 -4.738 2.477 0.107
H -4.119 -2.316 2.142 0.106
H -5.331 2.611 1.239 0.118
H -7.492 2.929 0.015 0.106
H -7.665 2.356 -2.396 0.106
H -5.667 1.460 -3.595 0.105
H -3.537 1.056 -2.359 0.121
H -4.943 -0.322 4.234 0.122
H -5.398 1.367 6.034 0.108
H -4.255 3.594 5.961 0.105
H -2.662 4.084 4.102 0.103
H -2.172 2.373 2.365 0.100
H 1.546 -4.722 -0.221 0.126
H 2.786 -6.387 -1.625 0.108
H 2.615 -6.294 -4.109 0.107
H 1.138 -4.576 -5.172 0.107
H -0.160 -2.983 -3.733 0.096
H -0.262 -1.360 -5.016 0.111
H 1.318 -0.459 -6.727 0.109
H 2.617 1.615 -6.258 0.105
H 2.414 2.712 -4.017 0.097
H 0.936 1.730 -2.264 0.109
H 3.441 -1.835 -3.291 0.126
H 5.262 -3.552 -2.955 0.114
H 5.829 -4.306 -0.640 0.108
H 4.621 -3.321 1.320 0.108
H 2.781 -1.646 0.943 0.083
H 2.137 0.435 1.350 0.086
H 1.161 -1.595 2.410 0.083
H 0.061 -2.599 4.398 0.113
H -1.043 -1.150 6.097 0.114
H -0.856 1.313 5.927 0.115
H 0.367 2.359 4.034 0.106
H 0.836 3.099 2.182 0.106
H 2.820 2.606 -0.132 0.141
H 1.340 3.581 -0.019 0.141
H -3.128 -2.673 -2.054 0.124
H -2.579 -5.094 -1.712 0.109
```

Charge: +1
E in eV: -98221.06282
LUMO level in eV: -5.1
Highest occupied orbital energy in eV: -8.76


Molecular formula: C49H47ClF6N3O6STa
Method: DFT, wB97M-V/def2-TZVPD

```
114
Properties=species:S:1:pos:R:3:lowdin_charge:R:1
Ta -0.724 0.260 -0.009 1.724
F -1.444 -0.835 6.726 0.170
C -0.898 -0.754 5.527 -0.121
C -1.673 -0.959 4.395 -0.135
F -2.970 -1.236 4.500 0.140
C -1.079 -0.865 3.159 -0.237
F -1.857 -1.090 2.064 0.001
C 0.263 -0.573 2.973 -0.438
S 1.022 -0.562 1.372 0.815
C 1.012 -0.379 4.122 -0.214
F 2.309 -0.106 4.028 0.101
C 0.448 -0.465 5.386 -0.125
F 1.196 -0.263 6.458 0.161
C -3.550 1.796 2.623 -0.026
C -3.747 2.544 1.327 -0.199
C -4.196 3.862 1.367 -0.025
C -4.473 4.570 0.211 -0.050
C -4.388 3.942 -1.021 -0.029
C -3.968 2.622 -1.113 -0.210
C -4.129 1.871 -2.410 -0.020
C -3.572 1.976 0.064 -0.201
N -3.013 0.644 -0.112 0.043
C -3.772 -0.385 -0.116 -0.230
C -5.235 -0.381 0.148 0.031
C -3.089 -1.688 -0.508 -0.217
C -3.943 -2.866 -0.805 0.037
N -1.809 -1.650 -0.625 0.029
C -1.150 -2.811 -1.228 -0.212
C -1.108 -2.846 -2.623 -0.219
C -1.758 -1.786 -3.478 -0.020
C -0.523 -3.953 -3.223 -0.025
C -0.043 -5.006 -2.459 -0.041
C -0.146 -4.961 -1.080 -0.026
C -0.693 -3.858 -0.431 -0.220
C -0.764 -3.836 1.068 -0.015
H -4.240 2.183 3.370 0.096
H -2.538 1.909 3.003 0.077
H -3.743 0.727 2.522 0.066
H -4.344 4.329 2.333 0.123
H -4.813 5.595 0.275 0.115
H -4.692 4.462 -1.921 0.122
H -4.117 2.552 -3.259 0.089
H -5.100 1.365 -2.418 0.095
H -3.369 1.112 -2.574 0.053
H -5.590 0.612 0.407 0.103
H -5.458 -1.071 0.965 0.115
H -5.780 -0.739 -0.728 0.109
H -4.532 -3.109 0.084 0.116
H -3.367 -3.733 -1.106 0.102
H -4.661 -2.612 -1.589 0.114
H -1.618 -0.782 -3.078 0.035
H -2.833 -1.967 -3.567 0.092
H -1.350 -1.808 -4.487 0.094
H -0.469 -3.998 -4.304 0.125
H 0.393 -5.870 -2.943 0.120
H 0.204 -5.795 -0.483 0.125
H -0.540 -4.824 1.467 0.094
H -1.749 -3.547 1.436 0.078
H -0.027 -3.138 1.472 0.050
C 3.049 3.541 -2.345 -0.010
O 2.160 2.692 -1.599 -0.138
C 2.537 2.470 -0.304 -0.257
C 3.491 1.499 -0.031 0.005
C 3.922 1.269 1.262 -0.045
C 3.381 2.000 2.313 -0.061
C 2.413 2.948 2.054 -0.001
C 1.983 3.195 0.750 -0.138
N 1.121 4.336 0.610 0.177
C 0.314 4.820 -0.293 0.056
C -0.202 4.280 -1.504 -0.136
C -0.418 5.198 -2.549 -0.001
C -0.769 4.766 -3.805 -0.050
C -0.947 3.399 -4.018 -0.026
C -0.826 2.487 -2.984 -0.016
C -0.488 2.914 -1.696 -0.307
O -0.474 2.128 -0.630 -0.230
H 2.630 3.623 -3.344 0.100
H 4.047 3.106 -2.393 0.101
H 3.107 4.530 -1.885 0.102
H 3.904 0.941 -0.864 0.137
H 4.671 0.512 1.453 0.087
H 3.715 1.826 3.326 0.112
H 1.989 3.526 2.870 0.130
H 1.266 4.973 1.385 0.169
H 0.026 5.846 -0.082 0.160
H -0.258 6.254 -2.366 0.130
H -0.899 5.473 -4.612 0.119
H -1.216 3.041 -5.005 0.124
H -1.017 1.442 -3.168 0.093
O 0.259 -0.095 -1.601 -0.324
H 1.783 -1.744 -2.633 0.100
H 0.805 0.527 -2.103 0.052
F -1.134 1.295 1.553 -0.403
C 3.491 -4.295 1.631 -0.022
C 4.478 -3.168 1.474 -0.178
C 4.818 -2.416 2.600 -0.063
C 5.801 -1.443 2.560 -0.691
Cl 6.192 -0.543 3.994 0.689
C 6.495 -1.198 1.388 -0.118
C 6.138 -1.901 0.253 0.009
C 5.134 -2.862 0.281 -0.220
O 4.981 -3.508 -0.927 -0.011
C 3.745 -3.982 -1.430 -0.075
C 2.694 -2.890 -1.489 -0.462
O 2.531 -2.359 -2.712 0.134
O 2.044 -2.534 -0.539 0.028
H 3.276 -4.451 2.687 0.085
H 3.895 -5.230 1.238 0.096
H 2.549 -4.080 1.121 0.057
H 4.330 -2.631 3.543 0.114
H 7.301 -0.477 1.368 0.116
H 6.659 -1.742 -0.683 0.130
H 3.337 -4.808 -0.848 0.119
H 3.978 -4.331 -2.432 0.144
```

Charge: +2
E in eV: -109536.16890
LUMO level in eV: -6.7
Highest occupied orbital energy in eV: -12.16


Molecular formula: C49H48InN2OP2Si2
Method: DFT, wB97M-V/def2-TZVPD

```
105
Properties=species:S:1:pos:R:3:lowdin_charge:R:1
In -0.873 -0.229 0.308 0.515
C -2.042 -3.875 -0.848 -0.202
Si -2.315 -2.482 0.406 0.519
C -4.198 -2.343 0.658 -0.213
C -1.680 -2.991 2.144 -0.327
C -1.979 -4.312 2.497 -0.112
C -1.688 -4.828 3.749 -0.080
C -1.077 -4.016 4.693 -0.076
C -0.756 -2.712 4.357 -0.112
C -1.039 -2.173 3.097 -0.317
Si -0.461 -0.366 2.884 0.497
C 1.373 -0.282 3.382 -0.199
C -1.560 0.688 4.009 -0.198
H -2.414 -4.831 -0.473 0.031
H -0.987 -3.998 -1.096 0.002
H -2.574 -3.656 -1.776 0.033
H -4.553 -3.250 1.152 0.038
H -4.740 -2.247 -0.286 0.023
H -4.462 -1.501 1.301 0.020
H -2.465 -4.961 1.775 0.094
H -1.943 -5.853 3.985 0.108
H -0.857 -4.394 5.684 0.108
H -0.272 -2.089 5.105 0.103
H 1.566 0.531 4.085 0.031
H 2.014 -0.136 2.512 0.001
H 1.679 -1.218 3.853 0.028
H -1.477 0.349 5.044 0.037
H -2.606 0.600 3.710 0.022
H -1.278 1.743 3.975 0.008
O 2.510 1.334 -1.516 -0.065
C 2.558 2.700 -1.593 -0.249
C 3.717 3.454 -1.724 -0.010
C 3.627 4.834 -1.791 -0.051
C 2.395 5.469 -1.719 -0.062
C 1.251 4.716 -1.523 -0.064
C 1.323 3.331 -1.441 -0.265
P -0.161 2.337 -0.969 1.100
C -0.501 3.268 0.575 -0.392
C -1.344 4.362 0.726 -0.105
C -1.343 5.079 1.916 -0.065
C -0.490 4.726 2.951 -0.064
C 0.355 3.633 2.806 -0.074
C 0.339 2.903 1.630 -0.136
C -1.352 2.863 -2.243 -0.358
C -2.711 3.039 -1.987 -0.107
C -3.597 3.253 -3.032 -0.068
C -3.144 3.261 -4.342 -0.071
C -1.792 3.082 -4.607 -0.068
C -0.901 2.887 -3.565 -0.088
C 3.485 0.489 -1.993 -0.252
C 4.396 0.798 -2.993 -0.013
C 5.310 -0.168 -3.391 -0.054
C 5.314 -1.425 -2.805 -0.065
C 4.358 -1.747 -1.856 -0.071
C 3.426 -0.799 -1.457 -0.263
P 1.911 -1.177 -0.490 1.093
C 2.442 -2.424 0.724 -0.388
C 3.674 -2.310 1.367 -0.101
C 3.978 -3.138 2.437 -0.071
C 3.058 -4.080 2.874 -0.067
C 1.831 -4.201 2.235 -0.057
C 1.524 -3.371 1.170 -0.101
C 1.133 -2.181 -1.830 -0.377
C 1.465 -3.510 -2.083 -0.097
C 0.919 -4.174 -3.171 -0.069
C 0.039 -3.518 -4.021 -0.074
C -0.285 -2.191 -3.789 -0.072
C 0.262 -1.526 -2.700 -0.134
H 4.686 2.978 -1.761 0.116
H 4.531 5.417 -1.900 0.115
H 2.326 6.545 -1.790 0.111
H 0.290 5.204 -1.422 0.116
H -2.003 4.672 -0.076 0.104
H -2.002 5.931 2.028 0.111
H -0.476 5.312 3.860 0.111
H 1.032 3.357 3.605 0.114
H 1.008 2.056 1.510 0.082
H -3.074 3.020 -0.967 0.068
H -4.647 3.415 -2.820 0.108
H -3.841 3.406 -5.157 0.109
H -1.433 3.097 -5.628 0.110
H 0.155 2.766 -3.775 0.109
H 4.385 1.763 -3.476 0.114
H 6.018 0.073 -4.172 0.114
H 6.045 -2.163 -3.107 0.110
H 4.330 -2.740 -1.427 0.112
H 4.388 -1.567 1.030 0.108
H 4.935 -3.047 2.935 0.109
H 3.292 -4.718 3.716 0.109
H 1.112 -4.936 2.574 0.107
H 0.560 -3.459 0.682 0.083
H 2.152 -4.031 -1.428 0.108
H 1.181 -5.208 -3.356 0.112
H -0.385 -4.039 -4.870 0.109
H -0.954 -1.667 -4.461 0.109
H 0.043 -0.473 -2.546 0.065
N -4.140 0.732 -0.242 -0.006
C -5.217 1.409 0.188 -0.072
C -4.792 2.226 1.213 -0.027
C -3.419 1.964 1.331 -0.156
N -3.037 1.056 0.442 -0.064
H -4.089 0.032 -0.962 0.147
H -6.194 1.271 -0.243 0.129
H -5.382 2.906 1.801 0.107
H -2.696 2.396 2.004 0.101
```

Charge: +1
E in eV: -96122.38555
LUMO level in eV: -2.7
Highest occupied orbital energy in eV: -9.64